120
Properties=species:S:1:pos:R:3:forces:R:3:mulliken_charge:R:1 method="wB97M-V/def2-TZVPD" e_tot_ev=-269825.951 relative_energy_ev=40.204 lumo_energy_ev=-0.32 homo_lumo_gap_ev=7.28 fmax_ha_per_bohr=0.34795
C -1.86732 -4.68987 -0.43439 -1.5 -1.8 -3.8 0.6273
O -2.44911 -4.98902 -1.73993 0.9 0.3 -0.5 -0.5154
C -2.02637 -4.13541 -2.83423 -0.5 -0.4 0.4 -0.3733
C -0.55511 -4.10413 -3.21935 -0.3 -0.4 0.5 1.3041
O -0.08175 -5.37011 -3.53919 1.3 -2.0 0.3 -0.5501
C 1.36934 -5.54177 -3.35699 -2.0 1.2 -0.5 -0.5777
H -0.79144 -4.86451 -0.44457 -0.8 -0.3 -0.2 0.0351
H -2.29927 -5.45282 0.21323 -0.3 0.4 0.1 0.2053
H -2.12087 -3.66502 -0.16330 -0.7 -1.0 -1.6 -0.1223
H -2.34190 -3.11421 -2.62044 0.1 0.3 0.1 0.0272
H -2.59495 -4.43665 -3.71404 -0.2 -0.4 0.1 0.4819
H -0.02232 -3.69898 -2.35906 0.1 0.0 -1.1 -0.2154
H -0.41859 -3.43805 -4.07130 -0.2 -1.0 0.8 0.2344
H 1.65438 -5.47828 -2.30684 -0.1 -0.4 0.2 0.0850
H 1.80184 -4.66594 -3.84069 0.6 -0.2 -0.3 0.2867
H 1.63314 -6.48833 -3.82873 0.1 0.2 0.2 0.3082
C 0.70583 2.10711 0.40358 -7.2 -7.4 -1.2 0.9265
O 0.14054 0.95388 -0.19358 -2.1 -2.6 -0.1 2.1918
C -0.57230 0.05195 0.64859 0.6 -1.5 -1.4 1.7961
C -1.42403 -0.95276 -0.16552 0.5 -0.3 -1.6 -0.3435
O -0.71631 -1.88060 -1.06559 -1.2 -0.3 4.0 -0.5482
C 0.01810 -2.85825 -0.32622 -2.2 0.7 0.0 -2.3093
H -0.11423 2.81635 0.51576 -1.5 -3.3 0.6 -0.9715
H 1.42504 2.48081 -0.32525 -0.4 -4.9 1.1 -1.4029
H 1.12154 1.87421 1.38391 -7.5 0.9 -3.5 -0.6125
H -1.27247 0.66033 1.22108 2.9 -2.6 0.2 -1.3359
H 0.04498 -0.57780 1.28928 0.1 0.2 -0.7 -1.6397
H -2.07932 -0.36991 -0.81281 0.3 -1.1 -0.3 0.3978
H -2.05305 -1.54278 0.50104 0.4 0.1 -0.4 0.5122
H 0.93472 -2.50490 0.14606 -4.1 2.2 0.1 -2.3026
H 0.26636 -3.59592 -1.08932 0.6 0.2 1.2 1.2293
H -0.51478 -3.36458 0.47862 2.4 1.1 -3.3 -1.6388
C -2.57419 1.43216 0.21194 -3.2 2.6 -1.9 0.8476
O -3.26652 2.66872 -0.10615 -0.4 0.2 0.0 -0.3402
C -4.34020 3.05305 0.79332 1.8 0.2 0.2 -0.4380
C -5.19619 4.17003 0.24389 -1.1 0.2 -0.4 -1.0541
O -4.50055 5.33707 -0.13117 0.2 0.1 -0.6 -0.3662
C -3.99767 5.43703 -1.45708 0.5 -0.4 -0.2 -0.3449
H -3.34166 0.68427 0.41130 0.0 1.0 -1.5 1.5621
H -1.96791 1.43515 1.11777 -2.1 2.8 -1.4 -0.1671
H -1.99104 1.11138 -0.65128 -0.3 1.5 0.3 -0.9713
H -3.84218 3.43950 1.68255 0.1 0.4 0.3 0.4336
H -4.89028 2.19179 1.17245 -0.6 -0.2 -0.6 0.3446
H -5.93386 4.54610 0.95277 0.4 -0.3 1.0 0.3794
H -5.93261 3.82736 -0.48301 0.6 -0.2 -1.0 0.4573
H -4.70454 5.38615 -2.28524 -0.8 0.1 0.4 0.3696
H -3.29755 4.63706 -1.69783 0.2 -0.1 0.3 -0.1087
H -3.48959 6.39660 -1.55293 0.0 0.0 0.3 0.2705
Cl -0.38536 2.26986 -2.62360 -3.3 5.4 0.5 0.1004
C -0.41243 4.09454 -2.21459 -1.0 -1.0 -0.1 -1.0166
C -0.54434 4.26726 -0.72853 1.2 1.4 -0.4 0.8945
Cl 1.03962 3.94612 0.08976 2.6 17.7 -0.2 -0.5441
H -1.31131 4.55584 -2.62363 0.0 -0.4 -0.3 0.5472
H 0.44539 4.58036 -2.67958 0.1 -0.4 0.2 0.4700
H -1.34520 3.66995 -0.29270 0.1 -0.1 0.1 -0.5003
H -0.68563 5.32746 -0.51853 -0.3 -0.1 0.0 0.5882
Cl 1.95398 -2.02998 -1.24512 5.5 2.7 -3.5 -0.0169
C 2.13515 -0.36869 -0.59625 1.8 -0.4 -1.1 1.8911
C 3.60386 -0.00064 -0.25879 -1.9 -1.0 -0.5 -0.7707
Cl 4.78968 -0.22210 -1.55273 0.4 -1.9 0.1 -0.0886
H 1.52457 -0.24646 0.29836 0.8 -0.5 -0.8 -0.6941
H 1.77924 0.31970 -1.36278 0.4 -1.6 0.8 0.7762
H 4.03111 -0.52626 0.59520 -0.6 0.1 -1.0 0.7536
H 3.56098 1.04745 0.03747 -0.3 -1.1 -0.4 -2.0365
Cl 2.47733 -0.26978 -3.82662 -0.7 0.3 -0.4 -0.0743
C 0.85240 0.40328 -3.45887 -0.7 -1.7 -0.5 0.9417
C -0.22057 -0.63708 -3.16618 1.5 0.6 -1.3 0.8906
Cl -0.27719 -1.61895 -4.63610 -0.4 1.2 -1.3 -0.4075
H 0.48040 1.01262 -4.28254 0.9 -0.2 -0.2 0.9321
H 0.88237 0.99079 -2.54125 0.7 -1.9 -1.3 -2.9607
H -1.20672 -0.18181 -3.07486 0.1 0.1 0.1 0.1983
H 0.04813 -1.18877 -2.26533 -0.2 0.2 -1.4 -0.8464
Cl 5.57520 0.98921 0.93963 2.6 1.6 2.4 0.0134
C 5.11632 2.32980 2.04962 -0.3 0.6 0.3 -0.7962
C 3.76830 2.88670 1.63082 1.6 1.0 0.6 -0.3019
Cl 2.37512 1.85998 1.83718 11.5 1.3 5.0 0.6596
H 5.86692 3.11615 1.96995 0.1 -0.1 -0.3 0.5317
H 5.04384 2.11662 3.11611 0.3 -0.9 -0.1 0.4120
H 3.84257 3.18959 0.58638 -0.4 0.2 0.2 -0.1855
H 3.46573 3.72675 2.25601 0.6 0.3 -0.2 0.7548
Cl 3.94486 -4.86907 -0.32545 -0.2 0.3 0.3 -0.2024
C 3.28254 -4.02786 1.10676 -1.1 -1.5 0.3 0.0738
C 1.73285 -3.91051 1.09116 1.6 -3.0 -0.5 0.7490
Cl 0.92460 -5.52456 0.97215 0.8 0.1 0.5 -0.1453
H 3.55420 -2.97357 1.15953 2.2 -2.6 -1.1 0.0412
H 3.58085 -4.57225 2.00272 0.4 0.1 -0.1 0.5308
H 1.51535 -3.36830 0.17094 1.9 -3.2 1.2 0.2609
H 1.33644 -3.25047 1.86273 -0.4 -1.9 0.3 0.8326
Cl -4.80818 -3.62152 1.77906 0.6 0.2 0.6 -0.2198
C -3.79493 -2.52831 2.83991 -0.2 -2.4 0.6 0.3625
C -2.32280 -2.97291 3.07607 -1.4 -0.8 0.6 0.0770
Cl -1.50627 -3.50623 1.58938 -2.9 0.8 8.3 0.6203
H -4.29230 -2.46525 3.80777 -0.1 -0.1 0.0 0.5021
H -3.78918 -1.55038 2.35855 -1.9 -3.3 1.1 -0.5086
H -2.19298 -3.70468 3.87342 -0.4 -0.4 -0.2 0.5514
H -1.70334 -2.14341 3.41709 -2.0 -0.8 -0.2 -0.4585
Cl 2.61993 -1.73186 1.65753 -0.9 4.1 3.6 -0.0347
C 2.36885 -0.61029 2.99673 0.8 -0.8 1.1 -1.4065
C 1.01289 -0.03031 3.12755 -0.4 1.1 0.8 0.1848
Cl -0.30979 -1.17430 3.44416 3.1 0.6 0.1 -0.1978
H 3.10609 0.17461 2.82788 -0.1 -0.6 0.8 0.3713
H 2.61372 -1.22484 3.86302 0.1 0.3 0.1 0.7171
H 0.76299 0.58969 2.26659 -0.5 -1.0 0.5 -1.4538
H 0.92960 0.69086 3.94062 0.6 -0.2 0.3 0.7078
Cl -2.98740 -0.28316 1.99246 1.2 2.3 2.5 0.4998
C -3.28145 0.97234 3.19780 0.1 0.8 -0.4 -0.2324
C -1.97789 1.38850 3.90164 -2.0 -0.1 -0.3 -0.4203
Cl -1.05068 2.36514 2.73778 0.4 0.7 1.6 -0.0612
H -4.08640 0.63923 3.85292 0.2 0.0 0.2 0.5851
H -3.61423 1.80588 2.57928 -0.2 -0.1 0.6 -0.5400
H -1.48862 0.44984 4.16173 0.3 1.0 0.5 0.1621
H -2.28463 2.05879 4.70459 0.4 -0.3 0.3 0.7069
Cl 4.11836 4.25908 -3.79295 -0.2 -0.3 0.0 -0.1975
C 4.33958 3.75944 -2.09927 0.8 0.5 0.7 -0.7349
C 3.90712 2.36312 -1.75550 0.8 0.9 -1.0 0.3817
Cl 2.19505 2.18046 -1.90073 2.6 2.5 -2.2 0.6394
H 3.89305 4.54054 -1.48397 -0.4 -0.2 0.0 0.2465
H 5.40628 3.82696 -1.88553 0.2 -0.1 -0.2 0.4683
H 4.17201 2.03927 -0.74899 0.5 1.2 -0.8 -0.2053
H 4.37103 1.61311 -2.39611 -0.3 1.0 -0.3 0.5681